{
  "formula": "C44H77BrN4O8PS",
  "method": "ωB97M-V with the def2-TZVPD basis set",
  "total_charge": -1,
  "total_energy_ev": -159360.298,
  "orbital_gap_ev": 6.8,
  "lumo_energy_ev": 1.79,
  "species": ["C", "C", "C", "C", "C", "P", "C", "C", "C", "C", "C", "O", "C", "C", "O", "C", "C", "C", "C", "C", "C", "C", "C", "C", "C", "C", "C", "C", "C", "C", "C", "S", "C", "N", "N", "C", "O", "C", "C", "O", "Br", "H", "H", "H", "H", "H", "H", "H", "H", "H", "H", "H", "H", "H", "H", "H", "H", "H", "H", "H", "H", "H", "H", "H", "H", "H", "H", "H", "H", "H", "H", "H", "H", "H", "H", "H", "H", "H", "H", "H", "H", "H", "H", "H", "H", "H", "H", "H", "C", "O", "C", "C", "N", "C", "C", "O", "C", "H", "H", "H", "H", "H", "H", "H", "H", "H", "H", "H", "H", "H", "H", "H", "C", "O", "C", "C", "N", "C", "C", "O", "C", "H", "H", "H", "H", "H", "H", "H", "H", "H", "H", "H", "H", "H", "H", "H"],
  "coordinates": [[4.109, -3.632, 1.481], [2.995, -4.140, 1.997], [1.826, -5.182, 2.335], [0.349, -4.719, 1.763], [0.386, -4.951, 0.178], [-1.216, -4.564, -0.809], [-2.818, -4.471, -1.909], [-3.147, -5.899, -2.637], [-3.457, -7.030, -3.241], [-1.543, -2.902, 0.035], [-0.562, -1.676, -0.258], [0.831, -1.830, 0.130], [1.337, -0.444, 0.148], [2.945, -0.349, 0.185], [3.524, 0.589, -0.763], [3.644, 0.030, -2.075], [4.547, 0.823, -3.139], [4.721, 0.245, -4.591], [4.059, -1.096, -5.135], [4.323, -1.669, -6.649], [3.439, -2.995, -6.889], [5.898, -2.163, -6.622], [4.045, -0.451, -7.662], [3.863, -0.842, -9.214], [2.344, -1.359, -9.588], [4.984, -1.829, -9.821], [4.021, 0.570, -10.050], [3.144, -1.876, -4.076], [2.967, -1.287, -2.601], [-2.309, -5.568, 0.440], [-1.779, -7.111, 0.643], [-3.095, -8.105, 1.583], [-2.052, -9.409, 2.440], [-2.363, -10.798, 2.756], [-1.223, -11.309, 3.349], [-0.136, -10.355, 3.468], [-0.720, -9.181, 2.890], [-0.245, -3.780, -2.300], [-0.059, -4.827, -3.545], [0.695, -5.860, -3.463], [-0.984, -4.482, -5.274], [5.080, -3.225, 0.996], [1.709, -5.171, 3.498], [2.048, -6.273, 2.054], [0.253, -3.606, 2.053], [-0.385, -5.355, 2.372], [0.701, -6.065, 0.006], [1.329, -4.357, -0.179], [-0.979, -5.849, -1.479], [-2.740, -3.733, -2.794], [-3.759, -4.106, -1.319], [-3.856, -8.008, -3.704], [-1.698, -2.945, 1.193], [-2.591, -2.540, -0.348], [-0.960, -0.795, 0.411], [-0.630, -1.227, -1.337], [0.997, 0.121, -0.818], [0.887, 0.175, 1.025], [3.234, 0.008, 1.259], [3.443, -1.375, 0.053], [5.089, 1.782, -2.820], [5.390, 0.826, -5.320], [2.323, -2.684, -6.728], [3.492, -3.438, -7.946], [3.660, -3.758, -6.045], [6.490, -1.403, -7.250], [5.982, -3.253, -6.979], [6.288, -2.106, -5.527], [3.093, 0.156, -7.361], [4.935, 0.306, -7.599], [1.889, -0.758, -10.473], [1.681, -1.208, -8.661], [2.340, -2.483, -9.900], [4.884, -1.896, -10.983], [4.945, -2.911, -9.439], [6.033, -1.418, -9.516], [3.590, 0.392, -11.117], [5.170, 0.686, -10.212], [3.545, 1.461, -9.505], [2.596, -2.868, -4.326], [2.328, -1.917, -1.888], [-3.405, -5.705, 0.103], [-2.394, -5.010, 1.466], [-1.604, -7.616, -0.393], [-0.835, -7.180, 1.291], [0.920, -10.438, 3.895], [0.818, -3.437, -2.046], [-0.761, -2.858, -2.766], [-1.040, 2.872, -0.760], [-0.230, 2.653, 0.385], [0.747, 3.676, 0.593], [0.398, 4.513, 1.828], [-0.784, 5.344, 1.593], [-1.341, 5.943, 2.810], [-1.862, 4.991, 3.902], [-3.027, 4.259, 3.531], [-2.770, 3.087, 2.770], [-1.622, 1.966, -0.942], [-1.739, 3.695, -0.592], [-0.430, 3.076, -1.645], [0.884, 4.303, -0.295], [1.696, 3.163, 0.783], [1.247, 5.159, 2.078], [0.238, 3.821, 2.659], [-1.507, 4.779, 1.160], [-2.179, 6.572, 2.489], [-0.594, 6.615, 3.247], [-2.165, 5.613, 4.750], [-1.086, 4.322, 4.288], [-1.825, 2.610, 3.044], [-2.791, 3.319, 1.704], [-3.581, 2.376, 2.961], [-6.916, 8.243, 7.398], [-6.114, 9.073, 8.226], [-5.955, 8.568, 9.554], [-4.516, 8.092, 9.783], [-4.228, 6.877, 9.019], [-2.804, 6.535, 8.961], [-1.854, 7.539, 8.285], [-2.049, 7.672, 6.880], [-3.093, 8.561, 6.511], [-7.131, 8.789, 6.477], [-6.384, 7.326, 7.132], [-7.864, 7.996, 7.884], [-6.682, 7.781, 9.786], [-6.151, 9.407, 10.230], [-4.369, 7.890, 10.849], [-3.850, 8.910, 9.494], [-4.564, 6.994, 8.069], [-2.736, 5.590, 8.411], [-2.448, 6.332, 9.977], [-0.838, 7.149, 8.404], [-1.854, 8.519, 8.774], [-3.200, 9.394, 7.212], [-4.033, 8.016, 6.412], [-2.853, 8.972, 5.525]],
  "forces_ev_per_angstrom": [[-5.460, -2.686, 2.428], [5.845, 0.791, -3.551], [-0.494, 1.470, 1.534], [2.084, -0.130, 0.229], [1.823, -0.114, 1.358], [0.180, -2.843, -0.533], [-2.375, -0.411, -2.360], [-1.747, -4.479, -2.276], [1.040, 5.350, 3.106], [-0.896, 2.192, 0.545], [-1.484, 1.510, 0.621], [-0.331, 2.147, -0.500], [0.391, 0.840, -0.706], [-0.129, -0.988, 1.760], [-0.455, -1.945, -2.002], [0.804, -0.854, -4.172], [-1.744, -3.517, -0.965], [-1.705, -1.502, 2.014], [-1.379, 0.650, 3.973], [0.569, -0.226, 1.586], [-1.514, 1.035, 0.872], [-0.404, 0.775, 0.413], [0.042, 0.040, -0.492], [-0.640, 0.947, -1.366], [0.309, -0.334, 0.305], [0.314, 0.108, 0.127], [1.011, -1.408, -0.377], [2.086, 3.680, 0.923], [1.616, 1.149, -1.607], [-1.179, -1.546, 2.153], [0.573, 0.689, -0.332], [2.207, -1.227, 0.857], [1.568, -3.812, 1.489], [3.091, 4.783, -0.398], [3.216, 2.318, 0.645], [-7.096, -1.348, -2.251], [-0.358, -0.318, -0.096], [1.042, 1.116, -3.363], [3.846, -3.632, 2.807], [-3.938, 5.355, -0.776], [0.260, 0.037, 0.620], [-2.461, -0.791, 1.334], [0.445, -0.030, -1.950], [0.086, 1.874, 0.037], [-0.046, -1.802, -0.544], [0.825, 0.976, -1.131], [-0.801, 1.846, 0.199], [-1.774, -0.855, 0.560], [-0.094, 0.236, 0.126], [-0.075, -1.069, 1.232], [1.469, -0.989, -1.077], [1.111, 2.340, 1.074], [0.503, -0.212, -2.081], [1.885, -0.434, 0.591], [0.456, -1.422, -1.094], [0.198, -1.176, 1.655], [0.546, -1.051, 1.520], [0.655, -1.290, -1.314], [-0.292, -0.368, -2.133], [-0.989, 1.402, 0.120], [-0.969, -1.656, -0.604], [-1.104, -0.901, 1.315], [1.839, -0.685, -0.350], [0.301, 0.652, 1.736], [-0.142, 1.122, -1.727], [-0.557, -1.489, 0.845], [0.043, 1.829, 0.282], [-0.665, -0.170, -2.007], [1.663, -1.241, -0.357], [-1.472, -1.383, -0.037], [0.872, -1.003, 1.588], [0.809, -0.385, -1.504], [-0.042, 1.969, 0.714], [0.235, 0.334, 2.070], [-0.147, 1.671, -0.404], [-1.791, -0.706, -0.809], [0.582, 0.598, 1.931], [-1.979, 0.370, 0.454], [0.729, -1.343, -0.962], [1.086, 2.048, 0.535], [1.032, 1.156, -1.144], [1.666, 0.369, 0.294], [0.227, -1.314, -1.546], [-0.370, 0.980, 1.949], [-1.424, 0.164, -1.109], [-2.036, 0.367, -0.918], [-1.367, -0.735, -0.340], [0.708, -1.391, 0.746], [0.006, -0.299, 0.197], [0.026, 0.390, -0.360], [0.111, -0.150, 0.631], [-0.302, -0.058, -0.570], [0.122, -0.074, 0.203], [-0.203, -0.211, -0.206], [-0.240, 0.452, 0.090], [0.452, -0.053, 0.071], [-0.458, 0.012, 0.092], [0.118, 0.038, 0.094], [-0.025, 0.134, -0.169], [-0.036, 0.050, 0.009], [-0.197, -0.033, 0.066], [-0.019, 0.051, -0.036], [-0.042, -0.004, -0.001], [0.198, -0.132, 0.073], [0.146, 0.052, 0.038], [0.036, -0.033, 0.136], [0.018, -0.106, 0.042], [-0.006, -0.012, -0.055], [0.014, -0.118, -0.175], [0.015, 0.100, -0.094], [0.189, -0.179, -0.089], [0.102, 0.144, 0.051], [0.152, 0.280, -0.079], [-0.298, -0.396, 0.127], [0.539, 0.330, 0.126], [-0.447, -0.253, -0.391], [0.134, 0.233, 0.118], [-0.182, 0.007, -0.314], [0.194, -0.438, -0.013], [-0.064, 0.238, 0.400], [0.212, -0.154, -0.397], [0.075, 0.018, 0.138], [-0.144, -0.167, 0.004], [0.033, -0.070, -0.011], [0.118, -0.032, -0.186], [0.010, -0.065, -0.004], [0.008, -0.011, -0.040], [-0.019, 0.217, 0.139], [0.011, -0.012, 0.155], [0.105, 0.094, 0.051], [-0.002, 0.109, -0.018], [-0.063, -0.013, -0.056], [-0.187, 0.061, -0.068], [-0.063, -0.112, 0.046], [-0.169, 0.188, 0.077], [0.059, -0.084, 0.151]]
}